Entry from the OMol25 dataset: a cluster of 13 separate species, C66H168N10O26 in total (wB97M-V/def2-TZVPD).

```
270
Properties=species:S:1:pos:R:3:forces:R:3
C 13.91716 27.58228 15.62491 -1.094 -1.372 4.093
O 13.93938 26.40184 14.87974 -0.594 -0.205 -0.918
C 12.96544 26.44310 13.81613 0.391 -0.208 0.566
C 13.22475 25.30474 12.87892 0.867 1.329 -2.860
N 14.61164 25.19812 12.31299 -0.810 -0.475 -0.406
C 14.68032 23.98154 11.45014 -0.742 -1.572 1.426
C 16.07513 23.41815 11.21498 0.313 -0.408 -1.851
O 16.74082 23.80200 9.97186 -1.788 -0.742 1.518
C 16.71851 25.18721 9.89810 2.808 1.487 -2.362
H 14.57853 27.51999 16.55554 -0.511 -0.473 -1.370
H 12.89454 27.71861 16.15828 1.203 0.328 -1.369
H 14.29847 28.36974 15.07238 0.148 1.979 -1.217
H 12.89677 27.41488 13.33322 0.592 0.238 -0.119
H 11.96023 26.25729 14.19543 -0.210 0.070 0.477
H 12.62894 25.45911 11.93764 -0.008 -0.075 1.024
H 12.87512 24.41733 13.32070 -0.176 -1.560 0.642
H 15.25188 24.99702 13.05043 0.500 0.132 0.897
H 14.10396 24.10460 10.54250 -0.019 0.176 -0.298
H 14.18390 23.12400 12.02465 0.175 0.940 -0.669
H 16.17536 22.32165 11.27732 -0.690 0.379 -0.342
H 16.70511 23.76363 11.96410 1.080 0.826 1.789
H 15.82102 25.72706 10.22156 0.001 -0.492 -0.146
H 16.93366 25.35273 8.77068 -0.525 0.400 1.789
H 17.62949 25.62385 10.45228 -1.328 -0.369 -0.489
C 16.32360 18.46465 16.72811 0.030 -2.018 0.041
O 17.69135 18.70980 16.82391 2.494 0.062 -0.299
C 18.59284 17.93590 15.97991 -0.767 1.518 -0.897
C 20.03665 18.27319 16.29894 -0.115 0.787 1.780
N 20.96755 17.52230 15.55499 0.486 -2.048 -0.156
C 22.34700 17.56428 15.96948 0.788 0.497 -1.037
C 23.05791 18.88792 15.63374 1.747 -2.303 -0.142
O 23.08238 18.98947 14.24412 -0.106 1.079 -1.487
C 23.49817 20.27584 13.76130 0.379 0.699 0.778
H 15.85394 19.37938 17.00656 -0.745 0.708 -0.084
H 16.00106 17.68072 17.50231 0.309 0.755 -1.436
H 16.13098 18.17347 15.66420 -0.621 0.054 0.959
H 18.40982 18.17399 14.88735 -0.052 0.082 0.896
H 18.40232 16.89191 16.04125 -0.158 -1.087 0.552
H 20.23446 18.13707 17.39960 -0.278 -0.143 -0.882
H 20.22392 19.32908 16.14392 -0.452 0.823 0.016
H 20.85554 17.54514 14.56107 0.003 0.273 -0.342
H 22.98217 16.79625 15.44311 -0.980 0.379 0.543
H 22.41986 17.42157 17.03834 -0.053 -0.256 0.359
H 24.11870 18.72838 15.96031 -0.619 0.600 0.300
H 22.60953 19.72216 16.08838 -0.581 1.350 0.725
H 24.64481 20.42734 13.81421 -1.752 -0.170 0.353
H 22.90471 21.09203 14.29240 1.087 -0.787 -0.339
H 23.23700 20.41166 12.71297 -0.093 -0.558 -0.082
C 10.45751 19.79778 16.93499 0.195 1.501 -2.640
O 11.03055 18.75633 17.59257 1.146 -0.704 1.305
C 12.30074 19.03965 18.21722 -0.182 -1.544 -2.189
C 12.86066 17.66948 18.51231 -0.823 -0.763 0.641
N 13.49789 17.07989 17.31048 -1.032 0.836 0.310
C 13.90347 15.70888 17.48607 0.053 -0.246 -0.545
C 14.30277 15.19929 16.11816 -0.300 -0.698 -1.645
O 13.10783 15.20708 15.23952 0.471 0.371 0.515
C 13.33335 14.80321 13.90695 0.157 -1.411 -1.058
H 9.75738 20.40510 17.52288 -0.226 -0.376 -0.068
H 10.04026 19.35119 15.98982 -0.385 0.695 0.983
H 11.21498 20.53601 16.53503 -0.391 -0.572 0.473
H 12.20144 19.66543 19.05085 -0.283 0.897 1.433
H 12.94560 19.50737 17.46907 0.053 0.306 0.034
H 11.94559 17.07888 18.83958 0.999 0.266 -0.205
H 13.51163 17.71623 19.40906 0.198 -0.197 -0.744
H 12.76348 16.99124 16.58683 0.403 0.609 0.485
H 13.08262 15.11434 17.87043 -0.152 -0.509 0.220
H 14.73881 15.61465 18.17893 0.151 -0.006 -0.019
H 14.67083 14.16104 16.10336 -0.022 0.200 0.412
H 15.09554 15.83359 15.65475 -0.560 -0.194 0.292
H 14.33974 15.10106 13.55819 -0.543 0.826 -0.168
H 12.46101 15.10826 13.17325 1.847 -0.360 1.754
H 13.49993 13.67196 13.80703 -0.846 1.046 0.389
C 16.98370 28.06961 17.14260 1.200 -0.209 -0.075
O 16.29238 27.91039 18.34381 -0.129 -0.443 -0.049
C 16.27228 29.07536 19.15912 1.555 -0.423 -0.615
C 15.33993 28.73066 20.27160 -0.773 0.647 -0.301
N 13.96956 28.79494 19.75937 -1.490 -0.532 -0.597
C 12.81535 28.69376 20.68951 1.008 -0.489 0.039
C 11.50790 28.98571 19.94721 1.216 -1.109 -0.381
O 11.39080 27.89153 19.03115 -0.132 0.093 -0.415
C 10.35917 28.07898 18.05816 0.528 -1.211 0.462
H 18.03979 28.43064 17.32636 -0.797 -0.495 -0.207
H 16.48847 28.80812 16.54060 -0.205 0.594 -0.578
H 16.97951 27.10976 16.57365 0.153 0.623 0.554
H 16.07406 29.93514 18.53896 -1.105 0.492 -0.132
H 17.30105 29.32300 19.47216 -0.003 -0.517 0.501
H 15.51018 29.41860 21.09917 -0.409 0.126 0.082
H 15.63879 27.74560 20.59433 0.084 -0.609 0.408
H 13.75525 28.05683 19.04465 0.908 0.987 0.786
H 13.01129 29.31809 21.56349 -0.294 0.292 -0.157
H 12.75157 27.65690 21.06973 -0.225 0.195 0.088
H 11.59730 29.89242 19.36334 -0.104 0.554 0.081
H 10.64909 28.97153 20.60246 -0.325 0.303 0.365
H 10.40434 27.13956 17.41806 -0.411 1.221 0.757
H 10.58815 28.95428 17.43182 -0.352 -0.087 0.153
H 9.40532 28.16856 18.63252 0.312 0.030 -0.929
C 20.51113 31.40356 19.04452 -0.474 0.320 -0.759
O 20.08580 30.21585 19.65258 0.068 -0.518 0.238
C 20.86382 29.07805 19.23836 0.389 -0.079 2.694
C 20.60625 28.04121 20.35781 -0.390 -0.677 0.687
N 20.98197 28.55842 21.71292 -0.036 0.656 -2.519
C 20.75652 27.65712 22.82045 -0.279 1.563 0.661
C 21.71242 28.16116 23.90963 -0.117 -0.754 0.948
O 21.43740 27.31009 25.05827 0.245 1.056 -0.981
C 22.44575 27.33366 26.04402 0.147 1.196 -1.327
H 21.58371 31.55916 19.26309 -0.563 0.445 -0.065
H 19.82570 32.26112 19.32762 1.020 -1.030 -0.016
H 20.38842 31.23420 17.96445 0.255 0.520 -0.097
H 21.95872 29.24589 19.38085 -0.548 0.434 -0.638
H 20.62509 28.75308 18.23063 -0.076 -0.131 -0.156
H 21.22893 27.14455 20.18612 -0.289 0.262 -0.116
H 19.53503 27.73094 20.43107 0.452 0.058 -0.581
H 20.47401 29.45480 21.75882 0.327 -0.698 0.613
H 21.05812 26.63836 22.63844 0.168 -0.307 -0.596
H 19.67831 27.63005 23.12144 0.747 0.031 0.212
H 21.73272 29.25012 24.11064 -1.189 -0.212 0.374
H 22.75995 28.11922 23.56199 -0.128 -1.083 -0.013
H 23.40043 27.07354 25.53818 -0.149 0.450 0.740
H 22.18708 26.61705 26.75691 -0.270 -1.453 1.044
H 22.41361 28.29296 26.59403 0.619 -0.079 -0.439
C 12.39575 24.63792 17.10625 -1.610 0.772 1.760
O 12.78553 23.78355 18.15856 1.037 -0.852 -0.834
C 12.71704 24.46477 19.36722 1.157 0.791 0.477
C 13.19025 23.63146 20.54521 0.339 -0.439 -1.080
N 14.56254 23.15254 20.45482 0.152 0.568 -0.717
C 15.20072 22.79788 21.72549 -0.058 0.178 -1.147
C 16.15298 23.92748 22.23597 -0.196 0.021 -1.182
O 16.59725 23.60013 23.52588 -0.484 0.912 0.365
C 17.71634 22.79690 23.38117 0.261 -1.139 2.039
H 12.86073 25.64326 17.16017 -0.162 -0.487 0.154
H 11.29579 24.70322 17.25574 0.293 0.625 -0.576
H 12.58602 24.22956 16.16129 0.421 -0.861 -1.184
H 11.67884 24.77939 19.50763 0.010 0.372 0.353
H 13.42005 25.32994 19.29091 -0.657 -0.039 0.175
H 12.48731 22.82685 20.65316 -0.563 -0.788 0.297
H 13.11442 24.24612 21.41067 -0.122 0.605 0.794
H 14.69103 22.48440 19.69498 -0.076 0.213 0.527
H 15.78502 21.89291 21.52294 -0.257 -0.007 0.476
H 14.36157 22.60606 22.42661 0.940 -0.029 0.283
H 15.53554 24.83527 22.24575 0.343 0.050 0.283
H 17.08218 24.12791 21.55954 -1.825 -0.511 0.717
H 18.56493 23.36523 23.07017 0.761 0.366 -0.552
H 17.45761 22.00721 22.71169 0.445 -0.780 -0.730
H 17.98184 22.31658 24.35694 -0.352 0.505 -0.630
C 23.54884 28.53859 15.58133 -0.091 0.432 -0.483
O 22.34155 27.96088 15.88880 -1.981 -0.892 -0.089
C 21.66100 27.23121 14.84963 1.234 0.594 -0.036
C 20.28946 26.90250 15.43852 0.681 0.088 0.344
N 19.65072 25.81467 14.74656 0.940 0.306 -0.627
C 19.38755 26.11396 13.35754 -1.308 -0.450 -1.114
C 19.58027 24.87970 12.45091 0.266 2.341 -0.688
O 18.69267 23.90485 12.85724 0.436 -0.827 0.524
C 19.03944 22.64819 12.31779 0.114 0.173 -0.336
H 23.82856 28.97038 16.51086 0.760 0.672 0.624
H 23.48942 29.31335 14.79900 -0.085 -0.115 0.077
H 24.26164 27.79749 15.29602 0.836 -0.581 -0.359
H 22.14544 26.23578 14.70038 0.054 0.729 -0.311
H 21.73998 27.90062 13.90588 -0.562 -1.261 1.206
H 19.73174 27.84630 15.54356 -0.302 -0.215 -0.027
H 20.50601 26.48478 16.43121 0.006 0.535 0.082
H 18.90056 25.44574 15.29959 -0.704 -0.261 -0.106
H 20.03288 26.92449 12.99850 -0.068 -0.277 0.154
H 18.35096 26.45521 13.19697 0.061 0.145 0.072
H 20.62610 24.65464 12.49596 0.842 -1.022 0.569
H 19.47596 25.10560 11.34793 -0.423 0.094 0.869
H 18.14146 22.08818 12.28072 -0.808 -0.720 -0.179
H 19.77239 22.05340 12.85141 0.356 0.315 0.637
H 19.41935 22.79281 11.31755 0.014 -0.112 -0.566
C 19.37929 24.67418 20.23334 -0.873 1.110 -1.153
O 18.32919 24.14335 19.38628 0.694 0.586 0.082
C 17.57678 25.16236 18.72171 -0.380 0.113 0.983
C 16.59165 24.53268 17.77435 -1.177 0.992 -0.769
N 17.20762 24.16481 16.50989 1.569 -2.121 0.044
C 16.35240 24.25654 15.36203 -0.877 -0.951 -0.171
C 15.12297 23.26360 15.46365 -0.423 1.944 -0.111
O 15.41489 21.91942 15.56469 1.057 -0.958 0.025
C 15.88730 21.31870 14.37957 -0.694 -0.117 0.064
H 19.79580 23.79632 20.68680 0.529 -0.163 0.407
H 18.96471 25.40155 20.96954 0.150 -0.603 -0.223
H 20.12277 25.25756 19.61849 -0.498 -0.779 0.500
H 18.24264 25.84922 18.21103 0.318 0.100 -0.348
H 17.04319 25.77280 19.47136 0.061 -0.292 -0.065
H 15.80287 25.27879 17.45136 0.779 -0.321 0.836
H 16.01443 23.75495 18.28672 0.291 -0.153 -0.082
H 17.52469 23.15069 16.52546 -0.334 1.602 0.428
H 16.96679 24.06810 14.47055 -0.172 -0.362 0.080
H 16.00322 25.27925 15.21218 -0.355 0.019 0.290
H 14.50979 23.45465 14.56067 -0.155 -0.125 0.209
H 14.49880 23.45449 16.37254 0.689 0.246 -0.787
H 15.93795 20.26092 14.56777 -0.104 -0.485 0.090
H 16.87607 21.60407 14.04501 0.345 0.596 0.089
H 15.15374 21.49622 13.58516 0.108 -0.001 -0.220
C 16.79202 14.95143 20.00497 0.125 -0.513 0.706
O 15.99946 13.79789 19.78492 -0.446 0.347 0.401
C 14.92945 13.91820 20.70508 -1.132 -0.932 0.681
C 13.95377 12.69856 20.58424 2.648 0.680 -2.180
N 13.31660 12.67422 19.25959 1.322 0.095 -0.788
C 12.44526 11.54881 19.08469 -1.573 0.227 -0.809
C 12.08678 11.31226 17.61557 -0.559 -0.754 0.107
O 13.27037 11.24881 16.86943 0.516 -0.030 -0.438
C 13.05600 11.13333 15.46924 0.501 -0.295 0.542
H 16.16223 15.82947 19.89740 0.063 0.463 -0.218
H 17.62627 14.96765 19.30593 0.000 -0.029 0.161
H 17.10022 14.91613 21.07694 0.384 0.271 -0.727
H 14.35793 14.84165 20.51648 0.099 -0.085 -0.110
H 15.32046 14.00668 21.76816 -0.295 -0.296 -1.001
H 13.18335 12.80425 21.26816 -1.256 -0.056 1.781
H 14.59919 11.80743 20.72036 -0.571 0.039 0.385
H 14.06506 12.50348 18.55380 -0.610 0.569 0.681
H 11.51328 11.61430 19.66002 -0.013 0.487 -0.107
H 12.84373 10.64205 19.41130 1.269 -1.756 0.789
H 11.43934 12.11552 17.24242 -0.017 -0.033 -0.083
H 11.57945 10.30958 17.48338 0.006 1.010 0.418
H 12.27045 11.80804 15.18282 -0.325 0.513 -0.427
H 12.78813 10.12421 15.12029 -0.048 0.006 0.443
H 14.00688 11.38826 15.01008 -0.056 0.162 -0.203
C 23.02457 24.56993 21.19461 -1.033 1.417 0.134
O 23.55868 25.83544 21.57100 0.060 0.288 -0.061
C 24.43048 26.32717 20.56627 -1.290 1.298 -1.178
C 25.07219 27.65757 20.96358 1.326 -0.659 -2.296
N 24.11705 28.71971 20.89326 -1.251 -0.903 1.228
C 24.60861 29.95518 21.41871 0.165 1.617 -1.933
C 23.57649 31.08682 21.29868 0.420 -0.741 -1.310
O 24.25319 32.22160 21.74906 -0.838 0.944 0.559
C 23.35487 33.31695 21.69313 1.394 1.207 -0.414
H 22.83049 24.51891 20.13671 -0.110 0.099 -0.698
H 22.05426 24.38764 21.69008 0.702 0.061 0.175
H 23.77796 23.89021 21.42390 0.890 -1.880 0.510
H 23.77038 26.46874 19.63862 1.024 0.063 0.840
H 25.24397 25.68976 20.27100 0.284 -1.037 0.228
H 25.87736 27.87403 20.15390 -1.044 -0.410 1.214
H 25.63548 27.50474 21.89280 -0.234 0.281 0.323
H 23.29082 28.37494 21.43578 0.526 0.869 -0.582
H 25.44050 30.34617 20.74765 -0.654 -0.722 0.682
H 25.03614 29.93918 22.39994 0.095 -0.230 1.017
H 22.62908 30.93362 21.84033 0.252 -0.167 0.024
H 23.32076 31.21778 20.18824 0.212 -0.278 1.288
H 23.82628 34.21695 22.15889 -0.174 -0.781 -0.467
H 22.42876 33.15365 22.20187 -0.686 -0.472 0.514
H 23.12633 33.52770 20.63719 -0.026 0.165 0.152
C 20.61317 22.78998 16.80174 -0.175 -1.274 1.242
C 21.96420 23.28031 16.40290 1.272 1.035 -0.494
O 21.93843 23.60291 14.99380 1.130 -0.469 0.602
O 20.52978 22.61542 18.24698 -0.901 0.950 -1.109
H 20.32888 21.85715 16.28130 0.325 0.091 0.198
H 19.84517 23.49662 16.55154 -0.206 0.705 -0.526
H 22.80645 22.54114 16.46159 -0.950 0.414 0.386
H 22.25707 24.17451 17.07857 -0.459 -1.114 -1.161
H 21.08936 23.93522 14.72207 -0.845 0.655 0.196
H 19.68200 23.11229 18.40338 0.779 -0.860 0.653
C 17.64948 21.08304 19.53468 0.406 -0.391 0.216
C 18.56349 20.03950 20.13754 1.120 0.087 -0.052
O 19.95640 20.41067 19.90348 -1.032 -0.786 0.569
O 17.93471 21.31865 18.17918 0.026 0.387 -1.170
H 17.84120 22.03032 20.04029 -0.256 0.054 -0.095
H 16.61906 20.77560 19.68614 -0.462 -0.021 0.040
H 18.30736 19.04822 19.69958 0.457 0.389 0.140
H 18.42726 19.96854 21.24802 0.038 0.111 -0.866
H 20.05049 21.02052 19.14939 -0.328 -0.040 0.020
H 17.88540 20.55986 17.55672 -0.108 -0.069 1.042
C 16.57798 30.07040 11.15293 -0.795 -0.602 0.711
C 15.85012 28.71674 10.91472 0.879 0.930 0.359
O 15.70740 28.13526 12.20112 0.160 -0.325 -0.034
O 15.84582 30.83970 12.10489 -0.807 0.379 0.070
H 16.78414 30.71011 10.27544 -0.455 -0.516 0.278
H 17.50508 29.87274 11.65978 0.873 -0.499 -0.225
H 16.32846 28.07068 10.19998 1.059 -0.362 -0.091
H 14.90204 28.83198 10.46338 -1.454 0.751 -0.324
H 15.45280 27.20296 12.09727 -0.147 -0.029 0.115
H 15.44194 30.27230 12.79279 0.592 0.078 -0.783
```
Forces are in eV/Å.

Computed properties:
highest occupied orbital energy: -8.3764 eV
energy relative to the best compared isomer or geometry (same formula, charge and spin): 47.0 kcal per mole
total energy: -139283.9732 eV
max |F|: 4.45 eV Å⁻¹
gap between HOMO and LUMO: 8.78 eV